A structure of composition C19H24N4SSeSiW. Source: OMol25; level of theory: ωB97M-V with the def2-TZVPD basis set.

Results
charge: +2
LUMO (alpha / beta): -6.59 / -6.44 eV
gap between HOMO and LUMO (alpha / beta): 6.628 / 6.761 eV
energy above the lowest of the compared OMol25 structures with the same formula, charge and spin: 25.8 kcal per mole

Cartesian coordinates (Å):
W -0.278767 -0.435999 -0.166794
N -2.247853 -1.621873 3.358927
C -2.845738 -0.359465 3.361532
C -3.791086 0.216757 4.199925
C -4.181442 1.500837 3.882588
C -3.650297 2.185273 2.775210
C -2.708664 1.607709 1.949581
C -2.314158 0.312157 2.261529
N -1.412513 -0.546629 1.624709
C -1.418827 -1.683328 2.320036
C -0.605017 -2.769331 1.815142
C -0.328535 -4.018108 2.253396
S 0.672415 -4.821102 1.126269
C 0.684405 -3.449302 0.135319
N -0.012693 -2.444947 0.604370
H -2.428640 -2.364096 4.017230
H -4.202493 -0.306299 5.052297
H -4.916423 1.995868 4.501894
H -3.994030 3.189410 2.569358
H -2.291619 2.132534 1.100445
H -0.663328 -4.508958 3.153549
H 1.210957 -3.410851 -0.807207
C -3.000819 -1.006815 -1.465686
C -1.879628 -1.091633 -2.452138
C -1.880363 -1.266127 -3.787766
C -0.509695 -1.244286 -4.234689
C 0.290317 -1.046810 -3.162866
C 1.776915 -0.904393 -3.089585
N -0.535880 -0.936373 -2.019310
H -3.948348 -1.143829 -1.983587
H -3.051243 -0.029701 -0.976276
H -2.947972 -1.795866 -0.705477
H -2.753980 -1.407088 -4.404053
H -0.172196 -1.366476 -5.251920
H 2.260063 -1.627524 -3.745212
H 2.141960 -1.058862 -2.073040
H 2.089229 0.093671 -3.404538
C 4.815312 1.180479 0.194951
Si 3.959270 2.572731 -0.624507
C 3.934382 2.666484 -2.446476
C 3.347137 4.009334 0.325113
Se 1.254007 1.198984 0.088274
H 5.870642 1.439705 0.341924
H 4.782444 0.279837 -0.417118
H 4.383511 0.986164 1.176125
H 4.767610 3.303704 -2.767903
H 3.018241 3.137023 -2.806569
H 4.063737 1.691334 -2.913666
H 3.941901 4.896802 0.085367
H 3.388194 3.839060 1.400160
H 2.319597 4.230215 0.031167

Cartesian forces (eV/Å) of the 6 atoms listed first:
0.4 -0.4 -0.2
0.0 0.0 0.1
0.0 0.0 -0.1
0.0 0.0 0.0
0.0 0.0 0.0
0.0 0.0 0.0


A structure of composition C19H25BrF5MnN3SiTe. Source: OMol25; level of theory: ωB97M-V with the def2-TZVPD basis set.

Results
charge: 0
LUMO (alpha / beta): 0.25 / 0.22 eV
gap between HOMO and LUMO (alpha / beta): 8.061 / 7.553 eV
<S²>: 0.83
energy above the lowest of the compared OMol25 structures with the same formula, charge and spin: 0.0 kcal per mole
multiplicity: 2

Cartesian coordinates (Å):
Mn 0.127807 0.080574 -0.011665
F 2.847861 1.069283 -0.050915
C 1.602602 1.445004 0.472604
F 1.369407 2.697745 -0.133910
C 1.924481 1.811987 1.925736
F 2.828219 2.805945 2.022993
F 2.430419 0.758252 2.583749
F 0.824109 2.223838 2.574051
C -1.616324 3.330372 -1.133187
Te -1.654144 2.040647 0.561377
C -3.622085 1.327734 0.186457
H -1.778895 2.761665 -2.046151
H -0.632690 3.792318 -1.153136
H -2.386147 4.089395 -1.025029
H -4.334081 2.090442 0.487362
H -3.764156 0.430417 0.785356
H -3.742347 1.082559 -0.866620
N -1.241058 -3.038568 0.237838
C -1.796154 -2.371425 -0.802791
C -2.705170 -3.034719 -1.654447
C -3.217542 -2.383315 -2.743875
C -2.834951 -1.064298 -2.989757
C -1.956461 -0.486536 -2.108126
N -1.430020 -1.095112 -1.030813
H -1.686989 -3.900866 0.500764
H -0.866501 -2.479622 1.007452
H -2.980740 -4.056475 -1.431281
H -3.913626 -2.887929 -3.401225
H -3.207832 -0.506211 -3.835203
H -1.639901 0.537775 -2.255603
Br 1.253419 0.700167 -2.828647
C 1.994081 -0.859854 -2.060940
C 3.032158 -1.537367 -2.668315
C 3.553259 -2.628056 -1.991828
C 3.022919 -2.983172 -0.759352
C 1.978112 -2.239851 -0.243506
N 1.463883 -1.191155 -0.900858
H 3.420516 -1.207324 -3.619865
H 4.375166 -3.185807 -2.420336
H 3.415409 -3.817584 -0.197425
H 1.529458 -2.452032 0.717805
C -0.642754 -3.812191 4.403296
Si -0.476795 -1.953185 4.549703
C -2.035206 -1.255189 5.304525
C 0.991421 -1.535969 5.619474
C -0.245064 -1.246713 2.889331
C -0.111176 -0.746998 1.777678
H -0.723495 -4.278698 5.387244
H 0.224684 -4.239312 3.896576
H -1.535166 -4.077236 3.832103
H -2.205746 -1.660571 6.303893
H -2.903972 -1.491085 4.687505
H -1.963893 -0.169450 5.383775
H 0.893624 -1.972432 6.615629
H 1.086374 -0.454262 5.724631
H 1.914167 -1.906741 5.170482

Cartesian forces (eV/Å) of the 6 atoms listed first:
-0.4 0.2 -0.4
0.0 0.1 0.1
0.1 0.0 -0.1
-0.1 0.0 0.0
0.2 -0.2 0.0
0.0 0.0 0.0


A structure of composition C19H25BrKN11O4. Source: OMol25; level of theory: ωB97M-V with the def2-TZVPD basis set.

Results
charge: -2
LUMO: 3.92 eV
gap between HOMO and LUMO: 2.631 eV
energy above the lowest of the compared OMol25 structures with the same formula, charge and spin: 105.4 kcal per mole

Cartesian coordinates (Å):
K -0.024741 0.050970 -0.202141
N 0.324387 0.298344 3.473200
C 0.402257 1.503571 2.630071
C 0.983536 2.731897 3.353718
C 1.450728 3.790343 2.365979
C 0.374222 4.535353 1.603416
N -0.358202 5.491646 2.469058
C -1.613630 5.491523 2.871801
N -2.466154 4.506234 2.689200
N -2.075867 6.659681 3.468971
C -1.046830 1.808876 2.208036
O -1.813780 2.146735 3.200207
O -1.393351 1.808881 1.032984
H -0.280524 0.501927 4.263146
H 1.245816 0.072747 3.830010
H 1.032269 1.325032 1.746765
H 1.871216 2.393975 3.902652
H 0.258645 3.087363 4.096796
H 2.032278 3.256038 1.607947
H 2.129666 4.513655 2.838938
H -0.341529 3.866160 1.132251
H 0.827211 5.131280 0.805099
H 0.232152 6.208177 2.861959
H -2.207999 3.383090 2.853107
H -3.417664 4.742012 2.924560
H -1.383744 7.367893 3.650309
H -2.713925 6.512340 4.233006
Br -2.318956 1.013355 -3.417158
C -1.228961 -0.508403 -3.799880
C -0.995259 -0.839383 -5.124680
C -0.210562 -1.959845 -5.352004
C 0.272536 -2.681973 -4.275091
C -0.010798 -2.247283 -2.984438
N -0.752245 -1.153685 -2.765157
C 0.518360 -3.048247 -1.762889
O 0.846118 -4.220241 -2.031583
O 0.546248 -2.431390 -0.683246
H -1.402408 -0.240390 -5.925606
H 0.015508 -2.263734 -6.368027
H 0.863631 -3.579415 -4.384668
N -4.887310 -3.758790 0.780688
N -3.907932 -2.771720 0.829649
N -3.051062 -2.673740 1.820051
C -2.324242 -1.641249 1.416993
N -2.751071 -1.141815 0.242136
N -3.756597 -1.881060 -0.124776
H -4.446548 -4.596365 0.410294
H -5.553219 -3.431606 0.088766
H -1.478836 -1.263866 1.971830
N 1.922753 1.936383 -0.185517
C 2.019677 3.102748 -0.703738
C 3.085696 4.104815 -0.396479
C 2.948690 5.450265 -0.633534
C 1.834864 6.002130 -1.309700
C 0.902538 5.068090 -1.832006
C 0.996165 3.722699 -1.597179
H 3.943215 3.730833 0.161451
H 3.734246 6.125275 -0.285538
H 1.775046 7.060414 -1.539780
H 0.066656 5.437774 -2.428439
H 0.227252 3.053565 -1.979262

Cartesian forces (eV/Å) of the 6 atoms listed first:
0.5 0.2 -0.4
-0.1 -0.1 -0.1
-0.2 0.0 0.1
0.1 -0.2 0.1
0.1 0.0 0.0
-0.1 0.0 -0.1


The molecule C19H25BrO3 in a non-equilibrium geometry. Source: OMol25; level of theory: ωB97M-V with the def2-TZVPD basis set.

Results
charge: 0
LUMO: 0.74 eV
gap between HOMO and LUMO: 9.658 eV
structure (SMILES): C[C@]12CC[C@]3(OCc4cccc(Br)c4)C[C@H]1CCC[C@@]2(CO)O3
energy above the lowest of the compared OMol25 structures with the same formula, charge and spin: 0.0 kcal per mole

Cartesian coordinates (Å):
C 3.129870 -0.512424 -1.875752
C 1.722997 -0.055082 -1.523154
C 0.745678 -0.647630 -2.589999
C -0.695556 -0.409538 -2.168977
C -0.740030 0.602217 -1.061928
O -2.125032 0.931372 -0.898200
C -2.516481 1.382864 0.413374
C -2.846234 0.234131 1.317758
C -3.727511 -0.809198 0.865486
C -3.954670 -1.917402 1.681597
C -3.392667 -1.974858 2.975401
C -2.584270 -0.953269 3.460517
Br -1.837871 -1.153718 5.195101
C -2.314725 0.130163 2.626051
C 0.113685 1.856203 -1.466226
C 1.635055 1.480186 -1.566851
C 2.466329 2.184770 -0.457411
C 2.189453 1.708636 0.943935
C 2.086172 0.197704 0.997240
C 1.228276 -0.467182 -0.125874
C 1.229094 -1.999452 0.125946
O 0.330396 -2.265677 1.191069
O -0.117865 0.012528 0.090205
H 3.902467 -0.047047 -1.285184
H 3.168667 -1.589483 -1.723422
H 3.325707 -0.308431 -2.935168
H 0.915346 -1.704154 -2.712594
H 0.965901 -0.162808 -3.592006
H -1.154061 -1.319472 -1.786315
H -1.279059 -0.071478 -3.003773
H -3.397441 2.010313 0.313160
H -1.736783 1.975954 0.886519
H -4.181809 -0.758558 -0.125509
H -4.578862 -2.778798 1.373745
H -3.628267 -2.821096 3.609354
H -1.651101 0.929309 2.995036
H -0.074429 2.632280 -0.725688
H -0.273804 2.169522 -2.446983
H 2.043175 1.763326 -2.521984
H 3.549498 2.092221 -0.703684
H 2.284003 3.294745 -0.443053
H 2.953893 2.042974 1.594007
H 1.219508 2.058356 1.299607
H 3.078329 -0.240047 0.951201
H 1.765138 -0.171878 1.991302
H 0.955733 -2.631409 -0.707120
H 2.237745 -2.307654 0.446496
H -0.433590 -1.612027 1.102748

Cartesian forces (eV/Å) of the 6 atoms listed first:
-0.4 -0.5 0.0
-0.4 0.2 -0.4
0.7 1.1 -0.5
0.0 -0.4 -0.1
0.7 0.8 -0.7
0.8 0.0 1.1


Q: Which value of energy above the lowest of the compared OMol25 structures with the same formula, charge and spin does entry 1 give?
A: 25.8 kcal per mole